Record 1
The following is a DFT calculation (ωB97M-V/def2-TZVPD) of O6S3 as an isolated structure at a distorted geometry.

As for the spin multiplicity: 1. As for the relative energy (zero: lowest compared OMol25 entry of this formula, charge and spin): 0.0000 eV. Its total charge is -2.

The geometry in XYZ format:
```
9
Properties=species:S:1:pos:R:3:forces:R:3
O 1.69748 0.94807 -0.46994 -0.8369 -0.0011 0.2283
O -0.16679 -0.14031 0.94938 0.6091 0.8667 -1.1884
O 2.00641 -0.92345 1.01465 1.1577 -0.1610 1.2503
O -2.01543 1.44872 0.78049 1.4610 -2.4278 -1.2082
O -1.03822 0.62388 -1.30963 0.7854 0.3180 -0.6868
O 0.84651 -1.29396 -1.00390 -0.4754 -0.1173 -0.9413
S -2.55314 -1.27755 0.05901 -0.7346 -0.9737 0.1638
S 1.18611 -0.32787 -0.00311 2.6988 -1.1433 0.3300
S -1.39356 0.27296 0.02655 -4.6652 3.6396 2.0523
```
Positions in Å, forces in eV/Å.

These are the Löwdin partial charges, in e, on atoms 1 to 4:
1. O -0.3482
2. O -0.4562
3. O -0.3765
4. O -0.4939



Record 2
The following is a DFT calculation (ωB97M-V/def2-TZVPD) of C48H67AuGeN2O3 as an isolated structure at a distorted geometry.

As for the spin multiplicity: 2. Its total charge is +1. The energy comes out at -120189.87839 eV. As for the expectation value of S²: 0.76.

The geometry in XYZ format:
```
122
Properties=species:S:1:pos:R:3:forces:R:3
Au 0.11409 0.37061 0.38108 -0.1669 -0.8674 0.4099
C 1.54882 -1.42828 3.48204 0.0080 -0.0948 -0.3942
C 2.11642 -1.96874 2.16646 0.8152 -0.5258 0.9582
C 3.49527 -1.34202 1.91725 -0.4656 -0.1727 -0.0871
C 2.27739 -3.48875 2.27032 -0.1285 0.3572 -0.1516
O 1.26717 -1.64614 1.08280 -1.1205 -1.6214 -0.9176
Ge -0.05955 -2.78573 0.30481 0.2649 3.0973 0.1873
O 0.49346 -2.56899 -1.40353 0.1017 0.1984 1.7901
C -0.01974 -3.01857 -2.63002 -0.4720 -0.5640 -1.2866
C -0.37282 -4.50734 -2.56665 0.1129 0.3951 0.2203
C 1.09031 -2.80821 -3.66866 -0.2752 0.0082 0.4327
C -1.24755 -2.19694 -3.01306 0.3009 -0.1376 0.2806
O -1.42338 -1.31103 0.63477 1.5149 -1.9028 -1.1101
C -2.42801 -1.39403 1.62903 -0.9706 -0.2300 0.7468
C -3.75429 -0.91251 1.02768 0.4838 -0.1130 0.0512
C -2.60397 -2.84290 2.09587 0.1810 0.3526 -0.2246
C -2.06284 -0.51136 2.82080 0.1227 -0.2008 -0.3814
H 2.29735 -1.50846 4.26690 0.0103 -0.0138 0.1075
H 1.27470 -0.38227 3.36525 -0.0444 0.1545 0.0142
H 0.66971 -1.99466 3.78400 -0.1161 -0.0207 0.0583
H 4.14490 -1.52219 2.77152 0.0339 -0.0295 0.0402
H 3.94644 -1.77680 1.03106 0.0967 -0.0032 -0.1477
H 3.39288 -0.27207 1.77568 0.0601 0.1372 -0.0186
H 3.00184 -3.75026 3.03615 0.0412 -0.0984 0.0782
H 1.31828 -3.94184 2.52409 -0.1090 -0.1390 0.1198
H 2.60900 -3.88766 1.31414 0.1494 -0.0914 -0.1121
H 0.50382 -5.09182 -2.29739 0.0824 -0.0867 -0.0022
H -1.14398 -4.66268 -1.81133 -0.1553 -0.1130 0.0360
H -0.74740 -4.84243 -3.52908 -0.0592 -0.1013 -0.0579
H 1.96840 -3.38241 -3.39013 0.1399 -0.0798 -0.0352
H 0.73807 -3.12465 -4.64648 0.0097 -0.0360 -0.1005
H 1.35338 -1.75636 -3.70251 0.0729 0.1522 -0.0851
H -2.03868 -2.37253 -2.28588 -0.1759 0.0719 0.0203
H -0.98647 -1.14118 -3.00805 -0.0554 0.1481 0.0119
H -1.60283 -2.46646 -4.00411 -0.0655 -0.0526 -0.0715
H -4.01907 -1.52472 0.17091 -0.0757 -0.0721 -0.1270
H -4.54249 -0.98353 1.77067 -0.1278 0.0068 0.1047
H -3.66331 0.12173 0.71232 -0.0483 0.1570 -0.0532
H -2.80483 -3.48578 1.23976 -0.1114 -0.1109 -0.0733
H -1.69722 -3.18611 2.59296 0.1349 -0.1163 0.1621
H -3.43144 -2.91797 2.79529 -0.0536 -0.0868 0.0840
H -1.90981 0.50803 2.47298 -0.0100 0.1667 0.0136
H -2.86292 -0.52288 3.55605 -0.0788 0.0562 0.1019
H -1.14849 -0.86763 3.28545 0.1048 0.0128 0.1042
C 2.67693 2.37236 3.75878 -0.0917 -0.0243 -0.2213
C 2.45555 2.80107 2.30566 0.0427 0.1251 0.1085
C 2.51192 4.32799 2.18535 -0.2716 -0.1447 0.0425
C 3.46951 2.19529 1.36525 -0.4138 -0.1591 -0.4035
C 4.81590 2.20830 1.68986 0.0063 -0.1856 -0.1692
C 5.75190 1.65484 0.83206 -0.0272 0.0390 -0.0075
C 5.33785 1.10213 -0.36501 -0.0406 0.0662 0.1985
C 3.99820 1.07352 -0.74379 -0.1950 0.2532 0.1302
C 3.69447 0.40921 -2.06700 -0.0902 -0.2214 -0.0755
C 3.63900 -1.10752 -1.85238 0.1096 0.1920 -0.0966
C 2.44510 0.87017 -2.81101 0.1713 -0.0337 -0.0367
C 3.05412 1.63794 0.13127 1.8952 0.1928 0.0003
N 1.69979 1.71302 -0.18270 -2.1058 2.9430 -0.9924
C 1.18830 2.84490 -0.64866 4.1830 -3.1315 0.8286
C -0.20518 3.09323 -0.63006 -5.3046 -1.5071 0.8548
N -1.06346 2.19792 -0.17040 2.9936 2.4177 -0.8506
C -2.38027 2.49333 0.14015 -1.7653 0.8160 -0.1316
C -3.43108 2.29210 -0.77712 0.2872 0.2840 0.1743
C -4.72211 2.60562 -0.36268 0.0481 0.0157 0.2568
C -4.99418 3.08348 0.90462 0.0298 0.0524 -0.0097
C -3.95109 3.31707 1.78614 -0.1399 -0.1840 -0.2087
C -2.64688 3.03472 1.42351 0.3966 -0.3203 -0.3912
C -1.50451 3.37860 2.34799 0.0071 0.1178 0.1228
C -1.15637 4.86454 2.17617 0.2467 -0.2723 0.0288
C -1.80607 3.09763 3.82194 0.0813 -0.0898 -0.2411
C -3.30101 1.75837 -2.18776 0.0391 -0.2851 -0.1650
C -3.64723 0.26518 -2.18948 -0.0433 0.2997 -0.1109
C -1.97124 1.96040 -2.90857 -0.1970 0.0468 -0.0479
C -0.44514 4.42946 -1.15696 0.0420 0.9037 -0.3449
C -1.54875 5.22288 -1.37359 0.2165 -0.4312 0.1638
C -1.34952 6.50357 -1.92051 0.1147 0.2503 -0.1276
C -0.10463 6.99400 -2.24766 -0.1054 -0.1160 0.0534
C 1.05352 6.20439 -2.04448 -0.0919 -0.1556 0.0901
C 2.40490 6.53271 -2.31243 0.0170 -0.1605 0.0431
C 3.40570 5.62801 -2.04011 -0.0119 0.3122 -0.1466
C 3.15748 4.36161 -1.48444 -0.2274 -0.3904 0.2161
C 1.85834 4.00941 -1.20315 0.3243 0.7842 -0.2969
C 0.83152 4.93980 -1.50228 -0.1179 -0.4183 0.2242
H 1.77997 2.57795 4.34021 -0.0304 0.0550 0.1098
H 3.50028 2.92218 4.20551 0.1307 0.0345 0.1138
H 2.89323 1.30813 3.82647 0.0201 -0.0802 0.0562
H 1.45972 2.45607 2.00318 0.1567 0.0611 0.1226
H 3.53859 4.67626 2.28189 0.0788 0.0459 0.0390
H 1.91432 4.79174 2.96571 -0.0709 0.1104 0.0965
H 2.13120 4.65793 1.22140 0.0326 0.1353 -0.0125
H 5.14074 2.65735 2.61621 -0.0136 0.0100 0.1325
H 6.80041 1.65959 1.09289 0.0573 0.0303 0.0002
H 6.07798 0.69447 -1.03795 0.0420 -0.1032 -0.1092
H 4.55142 0.62337 -2.71760 -0.0533 -0.0090 0.0935
H 2.75064 -1.37489 -1.28077 -0.0624 -0.0774 0.0324
H 4.52025 -1.44976 -1.31461 0.0802 -0.0801 0.0434
H 3.60933 -1.60997 -2.81614 -0.0545 -0.1314 -0.0505
H 1.53747 0.54386 -2.30596 -0.0752 -0.0733 -0.0665
H 2.45978 0.43629 -3.80914 -0.0638 -0.0224 -0.0991
H 2.42130 1.95209 -2.91887 -0.0481 0.1030 -0.0851
H -5.53548 2.47994 -1.05994 -0.1196 -0.0915 -0.1504
H -6.01251 3.29101 1.19717 -0.0705 0.0687 0.0104
H -4.15686 3.73240 2.75920 -0.0065 0.0330 0.1701
H -0.63464 2.77853 2.05326 -0.1304 0.0613 0.1276
H -2.04784 5.47664 2.30067 -0.0688 0.0567 0.0385
H -0.74006 5.06258 1.19206 -0.0083 0.1227 0.0242
H -0.42268 5.15952 2.92202 0.0787 0.1212 0.0922
H -2.40988 3.89294 4.24878 -0.1199 0.0732 0.1280
H -0.87071 3.05206 4.37499 0.0560 0.0497 0.1421
H -2.32772 2.15305 3.95317 -0.0411 -0.0671 0.0724
H -4.06553 2.28156 -2.77618 0.0637 -0.0531 0.0822
H -2.90863 -0.27825 -1.60673 0.0562 -0.1250 0.0820
H -3.64046 -0.11118 -3.20952 0.0026 -0.1305 -0.1163
H -4.63198 0.09672 -1.76080 -0.0737 -0.0961 0.0549
H -1.18083 1.35834 -2.46563 0.0639 -0.0888 -0.0709
H -1.67023 3.00443 -2.90401 0.0832 0.0465 -0.0826
H -2.09293 1.65352 -3.94602 0.0398 -0.0348 -0.0801
H -2.54297 4.88442 -1.12573 -0.1093 0.0072 0.0219
H -2.21700 7.12470 -2.08581 -0.0450 0.0730 -0.0235
H -0.01376 7.98735 -2.65931 0.0225 0.1195 -0.0566
H 2.64583 7.49450 -2.73548 0.0607 0.1529 -0.0601
H 4.43145 5.89064 -2.25303 0.0419 0.0768 -0.0380
H 3.97950 3.69384 -1.28453 0.1294 -0.0554 0.0573
```
Positions in Å, forces in eV/Å.

These are the Löwdin partial charges, in e, on atoms 1 to 4:
1. Au 0.9059
2. C -0.0281
3. C -0.6871
4. C -0.0061



Record 3
The following is a DFT calculation (ωB97M-V/def2-TZVPD) of C27H32BCrN9O6S as an isolated structure.

As for the spin multiplicity: 5. Its total charge is 0. The energy comes out at -94150.18089 eV. As for the expectation value of S²: 6.07.

The geometry in XYZ format:
```
77
Properties=species:S:1:pos:R:3:forces:R:3
Cr 0.32728 0.06811 -0.09159 0.0244 -0.0972 0.0150
N 1.69857 0.30732 3.74515 0.0185 0.0335 -0.0006
C 0.41385 0.74981 4.09240 -0.0090 -0.0120 0.0011
C -0.28241 0.88037 2.94202 -0.0055 -0.0067 0.0056
N 0.50074 0.52159 1.86957 0.0129 -0.0065 0.0144
C 1.70404 0.12797 2.38009 -0.0185 -0.0145 -0.0010
C 2.64734 -0.36280 1.48867 0.0120 0.0217 -0.0073
N 2.28850 -0.46213 0.17223 -0.0168 0.0040 0.0166
C 3.38854 -0.95860 -0.48839 0.0004 -0.0065 -0.0020
C 4.40702 -1.16844 0.37451 0.0040 0.0042 -0.0087
N 3.93597 -0.82143 1.64474 -0.0119 -0.0483 0.0177
H 2.33261 -0.13700 4.38327 -0.0072 -0.0195 -0.0009
H 0.14377 0.96191 5.11056 0.0013 0.0042 -0.0006
H -1.29560 1.21838 2.80551 0.0020 0.0022 -0.0019
H 3.38849 -1.11791 -1.55401 0.0019 0.0037 -0.0010
H 5.40717 -1.52726 0.21538 -0.0006 -0.0041 0.0010
H 4.51469 -0.66552 2.44810 0.0078 0.0261 -0.0065
C -3.24987 2.39278 -6.44380 0.0104 0.0076 -0.0018
C -2.38591 3.22538 -5.53695 0.0052 -0.0178 -0.0040
C -2.81295 4.46973 -5.08747 -0.0073 0.0058 0.0133
C -2.00856 5.24693 -4.26540 -0.0126 -0.0106 0.0021
C -0.76229 4.77220 -3.89250 0.0107 -0.0142 0.0043
C -0.31454 3.53170 -4.33035 0.0046 0.0138 0.0066
C -1.12776 2.76773 -5.14643 -0.0132 -0.0050 0.0090
S 0.25272 5.71823 -2.79107 0.0129 0.0305 0.0018
O 1.58960 5.69348 -3.30677 -0.0015 0.0086 0.0088
O -0.44411 6.94938 -2.55122 0.0181 -0.0017 -0.0152
N 0.30633 4.90476 -1.38574 0.0020 -0.0253 -0.0003
C -0.90605 4.68615 -0.60350 -0.0165 0.0034 -0.0092
C -1.64561 3.38734 -0.92647 0.0308 0.0052 0.0157
C -0.82272 2.15560 -0.65341 -0.0250 0.0069 -0.0307
O 0.43366 2.17339 -0.74850 -0.0287 0.0104 -0.0208
O -1.40767 1.07229 -0.32455 -0.0052 0.0035 -0.0216
H -4.30676 2.61204 -6.29529 -0.0007 -0.0012 -0.0005
H -3.08903 1.32887 -6.26949 -0.0040 0.0001 0.0033
H -3.01281 2.59559 -7.49058 -0.0054 -0.0037 -0.0016
H -3.79032 4.83594 -5.37895 0.0002 0.0014 0.0003
H -2.33669 6.21284 -3.90688 0.0027 0.0079 -0.0092
H 0.65559 3.16352 -4.02033 -0.0026 0.0039 -0.0082
H -0.79053 1.79266 -5.47491 0.0113 -0.0196 0.0047
H 0.92883 4.10338 -1.40325 0.0001 -0.0070 -0.0069
H -1.55900 5.54365 -0.76271 -0.0135 -0.0067 0.0066
H -0.62099 4.68939 0.45000 0.0026 0.0154 -0.0026
H -1.93133 3.35735 -1.98147 -0.0129 -0.0215 0.0061
H -2.56435 3.31694 -0.34387 -0.0042 0.0036 0.0016
C -2.29016 -3.22730 -4.73491 0.0027 -0.0014 -0.0011
C -1.01986 -3.97888 -4.35063 0.0051 0.0024 0.0021
C -1.09430 -4.49056 -2.91433 -0.0031 0.0026 -0.0016
C 0.23415 -3.13396 -4.59517 -0.0115 -0.0123 -0.0014
N 0.27118 -1.93785 -3.76100 0.0137 -0.0023 0.0033
C 0.61902 -1.81195 -2.48525 0.0093 0.0116 -0.0346
N 0.34234 -0.58198 -2.11576 -0.0079 0.0150 0.0731
N -0.17630 0.04425 -3.18979 -0.0056 0.0290 -0.0183
N -0.22670 -0.76044 -4.17959 0.0023 0.0152 -0.0028
H -3.15759 -3.87986 -4.63514 -0.0011 0.0016 0.0013
H -2.25021 -2.86669 -5.76388 0.0003 -0.0007 -0.0004
H -2.44963 -2.36556 -4.08369 -0.0019 0.0003 0.0013
H -0.90654 -4.83892 -5.01839 -0.0010 -0.0009 -0.0008
H -1.29286 -3.67809 -2.21040 0.0021 -0.0053 0.0039
H -0.17371 -4.99143 -2.60582 0.0001 0.0024 0.0005
H -1.91069 -5.20438 -2.80514 -0.0006 0.0000 -0.0034
H 0.28240 -2.78765 -5.62599 -0.0008 0.0028 0.0001
H 1.13533 -3.70668 -4.37603 0.0037 0.0040 -0.0024
H 1.03241 -2.58276 -1.85567 -0.0087 0.0010 0.0029
O -1.74844 -2.21622 0.79527 0.0031 0.0159 0.0132
B -0.43981 -1.87872 0.41818 0.0453 0.0582 -0.0172
O 0.31595 -3.07707 0.33009 -0.0202 -0.0104 -0.0102
C -0.53708 -4.10275 0.64976 -0.0097 -0.0176 0.0018
C -0.28611 -5.45530 0.69268 0.0024 -0.0003 -0.0003
C -1.35891 -6.28153 1.02872 -0.0006 0.0000 0.0018
C -2.61590 -5.75574 1.30700 0.0025 0.0048 0.0008
C -2.85519 -4.38216 1.26257 -0.0012 -0.0106 0.0023
C -1.78878 -3.57851 0.92895 0.0050 0.0188 -0.0038
H 0.69756 -5.85216 0.47966 0.0002 -0.0013 0.0002
H -1.20815 -7.35186 1.07734 0.0003 -0.0003 -0.0009
H -3.42527 -6.42516 1.56663 0.0003 -0.0005 -0.0008
H -3.82781 -3.96181 1.47822 0.0010 0.0002 -0.0010
```
Positions in Å, forces in eV/Å.

These are the Löwdin partial charges, in e, on atoms 1 to 4:
1. Cr 0.8166
2. N 0.0877
3. C -0.0975
4. C -0.1168



Record 4
The following is a DFT calculation (ωB97M-V/def2-TZVPD) of one molecule with the formula C6H10O.

As for the spin multiplicity: 1. As for the relative energy (zero: lowest compared OMol25 entry of this formula, charge and spin): 0.2723 eV. Its total charge is 0. Its SMILES is C[C@H]1CC=CCO1.

The geometry in XYZ format:
```
17
Properties=species:S:1:pos:R:3:forces:R:3
C -2.23321 0.25669 0.07593 -0.0250 -0.0081 0.0007
C -0.73445 0.17232 0.30653 -0.1042 -0.1482 0.0876
C -0.15781 -1.21345 0.01338 -0.0395 -0.0012 -0.0056
C 1.34667 -1.15690 -0.02917 0.0977 0.1297 -0.0172
C 1.99154 0.00047 -0.14690 -0.1126 -0.1511 0.0414
C 1.25590 1.30320 -0.29433 0.1873 0.0649 0.0040
O -0.12392 1.13896 -0.53650 -0.0463 0.0314 -0.0728
H -2.76128 -0.48387 0.68646 0.1050 0.0886 -0.0709
H -2.46697 0.06578 -0.97662 0.0729 0.0123 0.1200
H -2.61155 1.25014 0.33407 0.0892 -0.1246 -0.0280
H -0.51059 0.42396 1.35748 0.0098 -0.0052 -0.0966
H -0.55512 -1.58923 -0.94014 0.0449 0.0786 0.0917
H -0.48797 -1.92080 0.78467 0.0449 0.1045 -0.0655
H 1.89996 -2.09096 0.05089 -0.0651 0.1489 -0.0140
H 3.07890 0.04729 -0.13700 -0.1516 -0.0281 -0.0160
H 1.42135 1.93007 0.60038 -0.0604 -0.0953 -0.0720
H 1.64853 1.86631 -1.14913 -0.0471 -0.0970 0.1133
```
Positions in Å, forces in eV/Å.

These are the Löwdin partial charges, in e, on atoms 1 to 4:
1. C -0.0422
2. C -0.4148
3. C -0.1487
4. C -0.0944



> What is the formula in the second record?

C48H67AuGeN2O3



> Look up the total charge of the second one.

+1



> total charge of number 4 (C6H10O)?

0